Model a:
Computed, not measured: one molecule with the formula C2H5N3O, with ωB97M-V/def2-TZVPD.

Summary:
- E_HOMO (eV) = -10.30
- lowest unoccupied orbital energy (eV) = 0.94
- SMILES = [H]/N=C/NC(N)=O
- spin multiplicity = 1

Geometry (Å):
H: 2.566 -0.495 1.010
N: 1.670 -0.012 0.991
C: 1.371 0.318 -0.190
N: 0.081 0.901 -0.422
C: -0.782 -0.200 -0.618
N: -1.929 -0.216 0.137
O: -0.481 -1.094 -1.384
H: 1.960 0.142 -1.090
H: -0.173 1.487 0.367
H: -2.321 -1.145 0.206
H: -1.962 0.315 0.993

=====

Model b:
Computed, not measured: one molecule with the formula C2H5N3O, with ωB97M-V/def2-TZVPD.

Summary:
- E_HOMO (eV) = -8.88
- lowest unoccupied orbital energy (eV) = 0.92
- SMILES = NNC1=N[C@@H]1O
- spin multiplicity = 1

Geometry (Å):
N: 0.952 0.658 1.364
N: 1.041 0.884 -0.019
C: 0.039 0.381 -0.826
N: -0.803 0.327 -1.724
C: -0.446 -0.942 -0.752
O: -1.532 -1.213 0.093
H: -0.025 0.522 1.649
H: 1.478 -0.187 1.600
H: 1.324 1.833 -0.274
H: 0.149 -1.777 -1.096
H: -2.176 -0.486 -0.013

=====

Tell me which of them is the least stable. Sure, it is model b.

=====

Model a:
Computed, not measured: C2H5N3O as an isolated structure, with ωB97M-V/def2-TZVPD.

Summary:
- E_HOMO (eV) = -8.05
- lowest unoccupied orbital energy (eV) = 0.31
- spin multiplicity = 1

Geometry (Å):
C: -0.328 0.127 0.032
N: -1.650 0.071 0.372
C: 0.391 -1.216 -0.124
O: 1.865 1.141 -0.491
N: 1.585 -1.316 -0.463
N: 0.350 1.194 -0.137
H: 2.161 -0.179 -0.640
H: -2.121 0.918 0.648
H: -2.013 -0.805 0.710
H: -0.025 2.140 -0.076
H: -0.216 -2.076 0.168

=====

Model b:
Computed, not measured: one molecule with the formula C2H5N3O, with ωB97M-V/def2-TZVPD.

Summary:
- E_HOMO (eV) = -9.75
- lowest unoccupied orbital energy (eV) = 0.56
- SMILES = N#CN[C@H](N)O
- spin multiplicity = 1

Geometry (Å):
N: 1.555 -0.672 2.259
C: 1.395 -0.465 1.140
N: 1.072 -0.021 -0.056
C: -0.154 0.508 -0.515
N: -1.086 0.472 0.497
O: -0.567 -0.609 -1.694
H: 1.835 -0.041 -0.730
H: -0.184 1.365 -1.055
H: -1.602 -0.428 0.673
H: -1.661 1.316 0.643
H: -0.603 -1.425 -1.162

=====

Model c:
Computed, not measured: one molecule with the formula C2H5N3O, with ωB97M-V/def2-TZVPD.

Summary:
- E_HOMO (eV) = -9.63
- lowest unoccupied orbital energy (eV) = 1.05
- spin multiplicity = 1

Geometry (Å):
N: 0.619 -0.113 1.620
C: 0.153 -0.052 0.313
O: 0.971 -0.438 -0.848
N: -0.967 -0.858 -0.221
C: -0.339 -0.025 -1.286
N: -0.358 1.168 -0.402
H: 1.628 -0.039 1.675
H: 0.309 -0.963 2.069
H: -1.841 -0.407 0.065
H: -0.606 -0.049 -2.342
H: 0.431 1.777 -0.645

=====

Tell me which of them is the least stable. Sure, it is model a.

=====

Model a:
Computed, not measured: one molecule with the formula C2H5N3O, with ωB97M-V/def2-TZVPD.

Summary:
- E_HOMO (alpha / beta) (eV) = -7.57 / -8.44
- lowest unoccupied orbital energy (alpha / beta) (eV) = 0.45 / -0.05
- spin multiplicity = 1

Geometry (Å):
C: -0.083 0.580 0.429
C: 1.108 0.277 1.051
N: 1.823 -1.575 -0.229
N: -0.561 -0.117 -0.565
N: -1.803 0.129 -1.025
O: 1.870 -0.770 0.757
H: -0.674 1.302 0.890
H: 1.455 0.927 1.908
H: 0.811 -1.682 -0.593
H: -2.115 1.012 -0.575
H: -1.833 -0.083 -2.046

=====

Model b:
Computed, not measured: one molecule with the formula C2H5N3O, with ωB97M-V/def2-TZVPD.

Summary:
- E_HOMO (eV) = -9.68
- lowest unoccupied orbital energy (eV) = 0.79
- SMILES = [H]/N=C(/N)C(N)=O
- spin multiplicity = 1

Geometry (Å):
H: -0.374 1.841 -0.879
N: -1.111 1.184 -0.597
C: -0.697 0.040 -0.148
N: -1.547 -0.931 0.386
C: 0.793 -0.352 -0.095
N: 1.639 0.622 0.334
O: 1.174 -1.389 -0.630
H: -2.518 -0.765 0.341
H: -1.360 -1.903 0.079
H: 2.585 0.322 0.093
H: 1.415 1.331 1.116

=====

Tell me which of them is the least stable. Sure, it is model a.

=====

Model a:
Computed, not measured: a 6-piece molecular cluster, C4H20NO8 overall, with ωB97M-V/def2-TZVPD.

Summary:
- E_HOMO (eV) = -13.80
- lowest unoccupied orbital energy (eV) = -2.86
- charge = +1
- spin multiplicity = 1

Geometry (Å):
C: -1.597 -0.759 -1.448
O: -2.763 -0.042 -1.834
C: -0.762 0.318 -0.714
C: 0.352 -0.414 0.098
C: 1.805 0.015 -0.145
O: 2.115 1.010 0.734
O: 2.562 -0.635 -0.792
N: -1.695 1.065 0.270
H: -1.885 -1.643 -0.776
H: -1.224 -1.377 -2.311
H: -2.780 -0.028 -2.800
H: -0.209 0.998 -1.370
H: 0.348 -1.525 -0.036
H: -0.117 -0.469 1.090
H: 3.087 1.129 0.746
H: -1.287 0.823 1.226
H: -2.624 0.541 0.182
H: -1.665 2.069 0.073
H: 1.153 -2.129 -2.112
H: 0.799 -3.745 -2.070
O: 0.522 -2.840 -2.126
H: 0.863 2.018 1.836
H: 1.056 2.290 3.309
O: 0.467 1.831 2.711
H: -1.285 -3.339 0.426
H: -2.803 -3.027 1.076
O: -1.916 -2.750 0.873
H: 1.397 0.266 3.493
H: 2.037 -1.206 3.696
O: 2.178 -0.277 3.552
H: -0.028 4.023 -1.687
H: -1.515 3.750 -2.302
O: -0.702 3.409 -1.949

=====

Model b:
Computed, not measured: a 6-piece molecular cluster, C4H20NO8 overall, with ωB97M-V/def2-TZVPD.

Summary:
- E_HOMO (eV) = -13.62
- lowest unoccupied orbital energy (eV) = -2.65
- charge = +1
- spin multiplicity = 1

Geometry (Å):
C: 0.860 -0.463 0.389
O: 1.440 -1.451 1.245
C: -0.660 -0.558 0.627
C: -1.406 0.517 -0.160
C: -2.659 -0.222 -0.880
O: -3.679 0.470 -0.421
O: -2.800 -1.093 -1.672
N: -0.983 -0.222 2.060
H: 1.387 0.468 0.841
H: 1.261 -0.682 -0.620
H: 1.358 -2.370 0.805
H: -0.841 -1.712 0.425
H: -0.693 1.112 -0.839
H: -1.969 1.371 0.389
H: -4.511 0.310 -0.830
H: -0.611 0.663 2.293
H: -0.538 -0.945 2.669
H: -1.977 -0.278 2.332
H: 0.175 -1.422 -3.164
H: -0.994 -1.747 -2.165
O: -0.032 -1.630 -2.277
H: 0.658 2.406 1.315
H: 1.191 2.269 2.785
O: 0.419 2.223 2.199
H: 3.803 1.178 -0.982
H: 3.767 2.675 -1.112
O: 3.306 1.906 -1.440
H: 1.323 3.419 -0.535
H: 1.244 2.078 -1.083
O: 0.677 2.645 -0.448
H: 0.242 -3.395 -1.344
H: 0.858 -4.114 -0.008
O: 0.384 -3.403 -0.393

=====

Tell me which of them is the least stable. Sure, it is model a.

=====

Model a:
Computed, not measured: one molecule with the formula CH3NO4, with ωB97M-V/def2-TZVPD.

Summary:
- E_HOMO (eV) = -9.85
- lowest unoccupied orbital energy (eV) = 0.87
- SMILES = Cn1oooo1
- spin multiplicity = 1

Geometry (Å):
C: 1.010 0.657 -0.459
N: 0.151 -0.444 0.017
O: -1.096 -0.341 -0.667
O: -1.844 -1.254 0.001
O: -1.518 -1.115 1.407
O: -0.438 -0.269 1.456
H: 1.002 1.615 0.292
H: 2.079 0.301 -0.481
H: 0.653 0.849 -1.567

=====

Model b:
Computed, not measured: a 2-piece molecular cluster, CH3NO4 overall, with ωB97M-V/def2-TZVPD.

Summary:
- E_HOMO (alpha / beta) (eV) = -9.96 / -9.63
- lowest unoccupied orbital energy (alpha / beta) (eV) = -1.34 / -1.70
- spin multiplicity = 1

Geometry (Å):
C: -0.195 -0.117 1.116
N: -0.432 -0.823 -0.116
O: 1.398 -0.451 -1.209
O: -1.089 -0.394 -1.020
O: 0.971 0.779 -1.261
O: -0.181 0.930 -1.852
H: -1.013 -0.425 1.772
H: 0.742 -0.472 1.539
H: -0.202 0.972 1.032

=====

Tell me which of them is the least stable. Sure, it is model a.